The following is a DFT calculation (ωB97M-V with the def2-TZVPD basis set) of 2 unconnected molecules or ions with the total composition C11H13ClO2S.

Each line ends with the Löwdin charge.
Element x y z (Å)
1 C -1.482 -0.954 -0.817  -0.146
2 C -2.021 -0.242 1.425  -0.123
3 C -2.776 -0.541 -1.201  -0.125
4 C -3.286 0.180 1.051  -0.152
5 C -1.143 -0.788 0.518  -0.414
6 C -3.645 0.022 -0.260  -0.703
7 C 2.221 -0.820 -0.873  -0.254
8 C 1.421 -0.478 0.124  -0.261
9 C 2.461 -2.193 -1.270  -0.146
10 C 2.021 2.538 -0.081  -0.040
11 C 1.421 1.675 1.057  -0.168
12 O 0.663 -1.268 2.503  -0.445
13 O 0.174 1.990 1.414  0.059
14 S 0.446 -1.579 1.061  1.016
15 Cl -5.230 0.555 -0.777  0.613
16 H -0.984 -1.526 -1.622  0.104
17 H -1.894 -0.073 2.514  0.127
18 H -3.165 -0.659 -2.262  0.119
19 H -3.781 0.543 1.873  0.072
20 H 2.856 -0.104 -1.442  0.112
21 H 1.648 -2.799 -0.869  0.045
22 H 3.492 -2.601 -1.037  0.104
23 H 2.425 -2.403 -2.382  0.096
24 H 1.927 3.531 0.322  0.082
25 H 1.449 2.231 -1.038  0.122
26 H 3.014 2.228 -0.306  0.060
27 H 2.121 1.288 1.737  0.106
28 H -0.352 2.250 0.637  0.141

For the energy, the calculation gives -39061.25805 eV. As for the molar mass: 244.74 Da. The charge is 0. As for the expectation value of S²: 2.024. The value obtained for the relative energy (zero: lowest compared OMol25 entry of this formula, charge and spin) is 1.771 eV. The value obtained for the frontier orbital gap (alpha / beta) is 3.90 / 4.70 eV. Its spin multiplicity is 3.